# 1
Entry from the OMol25 dataset: an isolated molecule of CH7BrOSi2 (the ωB97M-V functional and the def2-TZVPD basis).

## Properties
HOMO energy	-0.376	Ha
orbital gap	0.40447	Eh
energy	-88998.091	eV

```
12
Properties=species:S:1:pos:R:3:forces:R:3:mulliken_charge:R:1
C 2.040445 0.580046 -0.335942 -0.205 0.402 -0.842 -0.88
O -0.644135 0.145028 -0.003068 0.506 0.292 0.117 0.23
Si -2.251840 0.228730 0.188768 0.998 2.755 0.743 0.18
Si 0.721781 -0.709785 -0.031510 -0.699 -1.953 -1.466 0.24
Br 0.967044 -1.837106 1.867253 0.139 0.088 0.095 -0.25
H 2.899050 0.745667 0.310798 -0.535 -0.138 0.765 0.35
H 2.572988 0.518611 -1.289950 -0.559 -0.263 -0.317 0.32
H 1.353066 1.462311 -0.397228 0.945 -0.339 0.179 0.25
H -2.638251 -0.638592 1.228418 -0.466 -0.445 1.549 -0.12
H -2.889800 -0.401781 -0.882061 -0.916 -0.145 -1.726 -0.11
H -2.343286 1.814935 0.435757 -0.629 -1.885 -0.320 -0.08
H 0.212939 -1.908065 -1.091235 1.422 1.631 1.223 -0.13
```
Forces are in eV/Å.

=====

# 2
Entry from the OMol25 dataset: a cluster of 2 separate species, CH7ClN4S2 in total (the ωB97M-V functional and the def2-TZVPD basis).

## Properties
total charge	+2
HOMO energy (spin up / spin down)	-0.669 / -0.570	Ha
orbital gap (spin up / spin down)	0.30798 / 0.12551	Eh
energy	-41280.236	eV

```
15
Properties=species:S:1:pos:R:3:forces:R:3:mulliken_charge:R:1
C 0.707429 -0.687597 0.434089 -1.516 0.519 -1.315 0.50
N 1.845778 -1.339571 0.526264 -0.999 2.974 0.420 0.06
N -0.422545 -1.568216 0.197109 1.964 0.887 -0.039 0.17
N 2.960040 -0.568920 0.478361 0.520 1.076 -0.736 -0.68
N -1.573386 -0.977688 0.137304 -0.795 -0.514 -0.339 -0.19
S 0.620147 1.090400 0.223376 1.258 -2.500 0.936 -0.05
S -4.737538 0.992522 0.513280 -1.651 0.656 -1.397 -0.11
Cl -2.841909 -1.901893 -0.441652 0.966 0.149 0.353 0.15
H 1.910876 -2.286933 0.391408 0.163 -3.004 -0.113 0.22
H -0.138858 -2.534660 -0.126107 -1.230 0.905 0.347 0.35
H 3.334362 -0.529168 -0.452139 0.331 -0.050 -0.595 0.31
H 3.657109 -0.817805 1.120268 1.044 -0.602 1.283 0.26
H 2.058916 1.048897 0.468759 -1.670 0.111 -0.227 0.41
H -4.770686 2.388499 0.508153 -0.130 -1.131 -0.158 0.30
H -5.827586 0.805249 -0.461375 1.745 0.523 1.580 0.31
```
Forces are in eV/Å.

=====

# 3
Entry from the OMol25 dataset: a cluster of 2 separate species, CH7N2O in total (the ωB97M-V functional and the def2-TZVPD basis).

## Properties
total charge	+1
HOMO energy	-0.591	Ha
orbital gap	0.44405	Eh
energy	-6172.111	eV

```
11
Properties=species:S:1:pos:R:3:forces:R:3:mulliken_charge:R:1
N 0.701487 0.516667 0.265753 -0.438 -0.686 -1.130 -0.25
C 0.354750 -0.736638 0.181323 -0.121 -0.033 0.004 0.19
N 1.180255 -1.753760 0.338316 0.496 -0.564 -0.368 -0.36
H 1.668301 0.777534 0.321806 0.328 0.292 0.226 0.24
H -0.011524 1.136142 -0.129347 0.040 0.447 0.336 0.33
H -0.684451 -0.918291 -0.077043 -0.160 -0.054 0.631 0.33
H 0.857121 -2.688468 0.540426 -0.488 0.123 -0.288 0.27
H 2.086561 -1.763772 -0.114237 0.243 0.445 0.615 0.26
H -2.099552 1.941520 -1.213401 -0.030 -0.159 -0.053 0.34
H -2.186886 2.031599 0.296892 -0.066 -0.124 0.067 0.34
O -1.866058 1.457465 -0.410490 0.196 0.313 -0.039 -0.70
```
Forces are in eV/Å.